DFT (ωB97M-V with the def2-TZVPD basis set) results for a cluster of 5 separate species, C23H39BBr10N2O3Si in total in a non-equilibrium geometry.

Last column: Löwdin charge in e.
Positions of all 79 atoms, in Å:
C: 2.61 -0.95 2.11  -0.216
Si: 2.08 -0.35 0.37  0.538
C: 3.32 0.98 -0.18  -0.176
C: 2.17 -1.93 -0.74  -0.165
N: 0.34 0.18 0.31  -0.089
C: -0.24 0.55 -0.95  -0.004
C: -1.68 0.97 -1.11  0.016
C: -2.61 1.02 0.10  -0.281
C: -4.11 1.41 -0.05  -0.117
C: -4.91 0.59 -1.03  0.053
C: -6.36 0.89 -1.24  0.079
N: -7.02 1.92 -0.52  -0.082
O: -8.33 2.18 -0.72  0.156
B: -9.18 1.04 -0.44  -0.580
O: -10.14 0.64 -1.40  0.169
O: -9.14 0.31 0.79  0.162
C: -6.31 2.71 0.41  0.120
C: -4.83 2.51 0.67  0.013
C: -1.91 0.64 1.46  -0.341
C: -0.46 0.25 1.46  -0.089
H: 2.77 -0.09 2.83  0.000
H: 1.89 -1.72 2.52  0.040
H: 3.61 -1.49 2.00  0.011
H: 3.69 1.54 0.75  0.042
H: 4.24 0.42 -0.56  0.019
H: 2.92 1.73 -0.92  0.036
H: 1.46 -2.72 -0.31  0.030
H: 1.88 -1.74 -1.81  0.034
H: 3.21 -2.40 -0.70  0.031
H: 0.43 0.52 -1.87  0.146
H: -2.06 1.22 -2.14  0.133
H: -4.40 -0.24 -1.59  0.128
H: -6.89 0.26 -2.01  0.165
H: -9.78 -0.03 -2.01  0.124
H: -8.73 -0.56 0.65  0.126
H: -6.91 3.50 0.95  0.178
H: -4.30 3.20 1.41  -0.012
H: -2.56 0.67 2.38  0.026
H: 0.00 -0.04 2.45  0.142
Br: -2.66 -1.26 0.83  1.140
C: -3.21 -3.15 0.71  -0.560
C: -2.66 -3.95 1.86  -0.674
Br: -0.76 -4.34 1.60  0.643
H: -2.89 -3.51 -0.27  0.063
H: -4.30 -3.13 0.74  0.065
H: -3.14 -4.93 1.92  0.068
H: -2.75 -3.45 2.82  0.056
Br: -3.43 2.79 3.39  0.810
C: -2.26 2.84 4.95  -0.622
C: -3.06 2.88 6.23  -0.692
Br: -3.80 4.64 6.56  0.651
H: -1.61 3.71 4.83  0.064
H: -1.66 1.93 4.89  0.061
H: -2.41 2.68 7.09  0.068
H: -3.89 2.17 6.24  0.055
Br: 6.21 -1.58 0.49  0.658
C: 7.39 -1.02 1.93  -0.656
C: 6.66 -1.01 3.25  -0.663
Br: 5.50 0.55 3.40  0.658
H: 7.79 -0.04 1.66  0.060
H: 8.20 -1.75 1.94  0.068
H: 7.36 -0.92 4.08  0.065
H: 6.03 -1.89 3.40  0.054
Br: 4.76 -1.10 -3.97  0.660
C: 4.27 -2.99 -4.08  -0.674
C: 4.90 -3.78 -2.97  -0.712
Br: 6.78 -4.12 -3.30  0.635
H: 4.55 -3.34 -5.07  0.058
H: 3.18 -3.00 -3.99  0.050
H: 4.44 -4.77 -2.89  0.063
H: 4.84 -3.28 -2.00  0.003
Br: 5.02 2.62 -3.73  0.575
C: 5.07 1.98 -5.57  -0.725
C: 4.62 3.05 -6.53  -0.686
Br: 2.68 3.25 -6.51  0.590
H: 4.46 1.08 -5.61  -0.022
H: 6.11 1.72 -5.75  0.066
H: 4.87 2.77 -7.56  0.063
H: 5.04 4.03 -6.32  0.055

net charge = +2
E_HOMO = -13.0101 eV
frontier orbital gap = 5.51 eV
multiplicity = 1

***

DFT (ωB97M-V with the def2-TZVPD basis set) results for a structure of composition C23H39CaCl2N5O3P in a non-equilibrium geometry.

Last column: Löwdin charge in e.
Positions of all 74 atoms, in Å:
O: 1.28 2.08 -3.04  -0.020
C: 1.71 1.85 -4.16  -0.224
C: 2.49 2.76 -5.04  -0.180
C: 3.11 3.93 -4.54  -0.018
H: 3.26 4.04 -3.46  0.124
C: 3.53 4.90 -5.44  -0.087
H: 3.98 5.82 -5.07  0.097
C: 3.42 4.68 -6.83  -0.087
H: 3.69 5.48 -7.53  0.095
C: 2.97 3.43 -7.31  -0.087
H: 3.00 3.21 -8.36  0.092
C: 2.54 2.46 -6.41  -0.040
H: 2.22 1.46 -6.72  0.115
H: 1.53 0.85 -4.60  0.080
C: -2.43 1.04 -2.97  -0.236
C: -2.20 0.07 -1.92  -0.356
H: -3.37 0.90 -3.53  0.037
H: -1.58 0.98 -3.68  0.031
H: -2.42 2.06 -2.54  0.062
C: -2.75 -0.93 -1.28  -0.334
C: -4.27 -1.05 -1.11  -0.166
H: -2.21 -1.74 -0.81  0.036
H: -4.78 -0.47 -1.88  0.047
H: -4.60 -0.69 -0.12  0.036
H: -4.54 -2.11 -1.21  0.030
Ca: 0.53 0.04 -0.84  0.694
Cl: 0.58 2.37 0.09  -0.282
Cl: 0.48 -1.30 -2.99  -0.223
C: -1.58 0.58 2.11  -0.304
O: -0.83 -0.24 1.53  -0.115
N: -2.19 0.36 3.29  -0.191
C: -1.96 -0.87 4.05  -0.043
C: -3.19 1.26 3.84  -0.059
H: -1.79 1.58 1.68  0.119
H: -1.19 -1.47 3.56  0.082
H: -2.90 -1.44 4.13  0.087
H: -1.65 -0.61 5.08  0.084
H: -3.30 2.12 3.15  0.090
H: -2.89 1.63 4.83  0.083
H: -4.16 0.75 3.95  0.086
H: 0.57 -5.67 0.83  0.088
H: 2.81 -5.71 -0.70  0.086
C: 0.18 -5.02 0.03  -0.026
C: 2.23 -5.04 -1.35  -0.052
N: 1.28 -4.26 -0.57  -0.177
H: -0.57 -4.34 0.43  0.090
C: 1.42 -2.94 -0.43  -0.382
O: 0.69 -2.20 0.28  -0.172
H: 2.91 -4.34 -1.84  0.088
H: 2.22 -2.49 -1.05  0.102
H: -0.26 -5.67 -0.74  0.091
H: 1.70 -5.64 -2.10  0.090
C: 4.67 -1.19 3.90  -0.189
N: 5.21 -0.02 3.19  -0.178
C: 4.76 1.23 3.85  -0.177
N: 3.29 1.30 4.01  -0.173
C: 2.81 0.09 4.70  -0.187
N: 3.19 -1.16 4.00  -0.159
C: 2.56 -1.29 2.68  -0.350
P: 3.01 0.08 1.49  0.999
C: 4.85 -0.04 1.78  -0.361
C: 2.62 1.49 2.73  -0.347
H: 5.07 -1.18 4.93  0.117
H: 4.98 -2.10 3.38  0.117
H: 5.09 2.09 3.25  0.123
H: 5.21 1.26 4.85  0.115
H: 1.72 0.14 4.80  0.120
H: 3.29 0.06 5.69  0.116
H: 2.86 -2.24 2.23  0.077
H: 1.46 -1.29 2.77  0.069
H: 5.34 0.78 1.25  0.077
H: 5.19 -0.99 1.33  0.076
H: 1.53 1.52 2.86  0.062
H: 2.92 2.44 2.27  0.071

net charge = -1
E_HOMO = -0.9440 eV
frontier orbital gap = 3.33 eV
multiplicity = 1

***

DFT (ωB97M-V with the def2-TZVPD basis set) results for a structure of composition C23H39Cl2N4O4Sc in a non-equilibrium geometry.

Last column: Löwdin charge in e.
Positions of all 73 atoms, in Å:
O: 0.86 1.91 -3.42  -0.066
C: 1.32 1.57 -4.52  -0.216
C: 2.11 2.48 -5.46  -0.178
C: 2.66 3.61 -4.85  -0.051
H: 2.83 3.58 -3.77  0.119
C: 2.92 4.75 -5.58  -0.083
H: 3.27 5.64 -5.05  0.103
C: 2.75 4.75 -6.97  -0.088
H: 2.90 5.69 -7.52  0.103
C: 2.43 3.55 -7.61  -0.088
H: 2.40 3.55 -8.69  0.096
C: 2.15 2.39 -6.86  -0.037
H: 1.97 1.44 -7.35  0.107
H: 1.13 0.54 -4.93  0.106
C: -2.92 0.77 -2.86  -0.202
C: -2.62 -0.27 -1.92  -0.333
H: -4.00 0.78 -3.09  0.045
H: -2.33 0.67 -3.78  0.056
H: -2.63 1.72 -2.40  0.056
C: -3.26 -1.07 -1.10  -0.308
C: -4.80 -1.17 -0.97  -0.154
H: -2.76 -1.74 -0.38  0.026
H: -5.27 -0.51 -1.74  0.051
H: -5.15 -0.81 0.01  0.033
H: -5.19 -2.20 -1.14  0.047
Sc: 0.05 0.03 0.04  0.547
Cl: -0.55 2.35 -0.03  0.068
Cl: 0.16 -0.55 -2.35  0.230
C: -2.26 0.49 2.15  -0.217
O: -1.31 -0.25 1.66  -0.170
N: -2.86 0.18 3.28  -0.161
C: -2.47 -0.97 4.10  -0.010
C: -3.97 0.99 3.80  -0.029
H: -2.57 1.39 1.62  0.116
H: -1.64 -1.50 3.63  0.077
H: -3.32 -1.65 4.20  0.097
H: -2.17 -0.62 5.09  0.087
H: -4.15 1.80 3.09  0.097
H: -3.69 1.41 4.77  0.095
H: -4.87 0.37 3.89  0.100
H: -0.24 -5.37 0.74  0.088
H: 2.06 -5.54 -0.31  0.095
C: -0.59 -4.82 -0.14  -0.013
C: 1.71 -4.95 -1.17  -0.034
N: 0.55 -4.17 -0.78  -0.173
H: -1.32 -4.07 0.15  0.090
C: 0.59 -2.85 -0.82  -0.339
O: -0.12 -2.12 -0.06  -0.204
H: 2.50 -4.25 -1.46  0.095
H: 1.28 -2.44 -1.58  0.063
H: -1.03 -5.51 -0.86  0.095
H: 1.46 -5.59 -2.02  0.096
C: 1.30 -2.24 2.87  -0.018
N: 1.55 -0.88 3.31  -0.065
C: 1.55 -0.64 4.73  -0.161
C: 2.29 0.61 5.07  -0.149
C: 1.95 1.77 4.17  -0.143
N: 1.97 1.36 2.79  -0.069
C: 2.08 2.43 1.82  -0.067
C: 1.78 0.09 2.41  -0.404
O: 1.78 -0.20 1.14  -0.114
H: 2.02 -2.55 2.10  0.102
H: 0.29 -2.37 2.43  0.084
H: 1.40 -2.90 3.75  0.099
H: 0.53 -0.62 5.13  0.126
H: 2.05 -1.50 5.18  0.124
H: 3.36 0.41 4.96  0.130
H: 2.10 0.89 6.10  0.124
H: 2.70 2.56 4.26  0.127
H: 0.99 2.22 4.43  0.137
H: 1.11 2.93 1.67  0.021
H: 2.83 3.15 2.16  0.100
H: 2.37 2.03 0.83  0.090

net charge = 0
E_HOMO (spin up / spin down) = -3.1022 / -3.1034 eV
frontier orbital gap (spin up / spin down) = 3.06 / 3.07 eV
multiplicity = 1

***

DFT (ωB97M-V with the def2-TZVPD basis set) results for a structure of composition C23H39ClInO10.

Last column: Löwdin charge in e.
Positions of all 74 atoms, in Å:
Cl: 4.13 -0.20 0.93  0.452
C: 2.59 -0.14 -0.05  -0.600
C: 2.06 1.29 -0.24  -0.388
C: 0.69 1.53 0.40  -0.379
In: -0.88 0.02 -0.09  0.227
H: 2.84 -0.64 -0.98  0.041
H: 1.88 -0.76 0.50  0.031
H: 2.83 1.98 0.12  0.076
H: 1.98 1.47 -1.32  0.088
H: 0.81 1.62 1.49  0.026
H: 0.31 2.49 0.06  0.015
H: -0.20 -1.07 -1.32  -0.104
H: -1.35 -0.84 1.40  -0.163
H: -2.31 0.87 -0.72  -0.161
O: -0.84 -3.58 -2.63  0.097
C: -0.11 -3.01 -3.39  -0.505
O: -0.57 -2.39 -4.51  0.022
C: 0.53 -1.84 -5.26  -0.151
C: 1.66 -1.68 -4.25  -0.158
C: 1.39 -2.82 -3.29  -0.090
H: 0.79 -2.54 -6.06  0.121
H: 0.19 -0.90 -5.70  0.126
H: 2.65 -1.70 -4.72  0.099
H: 1.55 -0.72 -3.74  0.114
H: 1.87 -3.76 -3.59  0.127
H: 1.64 -2.61 -2.25  0.106
O: -4.79 -7.49 0.56  0.094
C: -4.14 -6.69 -0.04  -0.503
O: -2.85 -6.42 0.27  0.022
C: -2.34 -5.36 -0.57  -0.143
C: -3.24 -5.35 -1.80  -0.163
C: -4.56 -5.82 -1.21  -0.084
H: -2.40 -4.42 -0.01  0.134
H: -1.30 -5.57 -0.79  0.117
H: -3.26 -4.38 -2.27  0.106
H: -2.88 -6.08 -2.53  0.118
H: -5.14 -4.98 -0.80  0.131
H: -5.21 -6.38 -1.87  0.119
O: 0.08 6.33 2.26  0.106
C: -0.67 5.47 2.60  -0.489
O: -1.04 4.46 1.78  0.027
C: -2.05 3.65 2.41  -0.135
C: -1.88 3.88 3.90  -0.160
C: -1.37 5.32 3.94  -0.078
H: -3.03 3.99 2.04  0.126
H: -1.91 2.61 2.11  0.115
H: -2.80 3.72 4.45  0.114
H: -1.11 3.22 4.29  0.101
H: -2.19 6.05 3.96  0.126
H: -0.69 5.54 4.75  0.118
O: 2.54 2.12 -4.71  0.141
C: 3.53 1.68 -5.21  -0.480
O: 3.54 0.48 -5.85  -0.003
C: 4.87 0.16 -6.28  -0.163
C: 5.61 1.49 -6.36  -0.155
C: 4.92 2.28 -5.25  -0.076
H: 5.33 -0.51 -5.55  0.126
H: 4.79 -0.36 -7.24  0.123
H: 6.68 1.38 -6.22  0.112
H: 5.43 1.97 -7.32  0.116
H: 5.38 2.12 -4.27  0.135
H: 4.85 3.36 -5.41  0.125
O: -0.25 3.39 6.77  0.122
C: -1.01 2.52 7.07  -0.493
O: -1.34 1.52 6.22  0.018
C: -2.35 0.67 6.79  -0.144
C: -2.24 0.89 8.30  -0.153
C: -1.77 2.33 8.37  -0.079
H: -3.32 0.98 6.39  0.127
H: -2.14 -0.34 6.46  0.129
H: -3.19 0.70 8.81  0.112
H: -1.48 0.23 8.71  0.117
H: -2.61 3.04 8.36  0.130
H: -1.13 2.58 9.21  0.123

net charge = -1
E_HOMO = -4.5807 eV
frontier orbital gap = 6.68 eV
multiplicity = 1

***

DFT (ωB97M-V with the def2-TZVPD basis set) results for a structure of composition C23H39ClInO10 in a non-equilibrium geometry.

Last column: Löwdin charge in e.
Positions of all 74 atoms, in Å:
O: -3.11 4.99 2.21  0.047
C: -3.10 3.77 2.10  -0.618
O: -3.98 2.97 2.67  -0.219
In: -3.32 2.33 4.60  0.312
Cl: -4.86 0.55 5.35  -0.185
C: -2.12 3.04 1.17  -0.151
C: -2.57 2.83 -0.10  -0.059
C: -1.76 2.16 -0.97  -0.100
C: -0.52 1.73 -0.57  -0.119
C: -0.10 1.95 0.71  -0.077
C: -0.89 2.63 1.61  -0.031
H: -3.51 3.76 5.65  -0.105
H: -1.70 1.66 4.60  -0.097
H: -3.56 3.16 -0.38  0.120
H: -2.13 1.97 -1.97  0.103
H: 0.10 1.21 -1.29  0.081
H: 0.87 1.60 1.05  0.077
H: -0.55 2.81 2.61  0.100
O: 2.81 1.14 1.90  0.088
C: 2.99 -0.05 1.90  -0.521
O: 2.40 -0.81 2.83  0.012
C: 2.38 -2.24 2.77  -0.227
C: 3.62 -2.84 3.40  -0.065
C: 3.95 -0.69 0.93  0.008
H: 2.23 -2.58 1.74  0.091
H: 1.50 -2.56 3.32  0.129
H: 4.53 -2.55 2.88  0.063
H: 3.56 -3.93 3.40  0.080
H: 3.71 -2.50 4.43  0.081
H: 4.96 -0.68 1.35  0.098
H: 3.94 -0.11 0.02  0.056
H: 3.69 -1.71 0.65  0.074
O: 0.47 -3.66 0.25  0.104
C: 0.54 -3.15 -0.83  -0.513
O: 0.69 -3.93 -1.92  -0.001
C: 0.57 -3.44 -3.26  -0.239
C: 1.89 -2.90 -3.77  -0.062
C: 0.57 -1.65 -1.00  0.020
H: -0.24 -2.71 -3.33  0.114
H: 0.27 -4.30 -3.86  0.119
H: 2.23 -2.04 -3.18  0.044
H: 1.80 -2.58 -4.81  0.080
H: 2.67 -3.66 -3.69  0.085
H: 1.60 -1.30 -0.93  0.077
H: -0.01 -1.21 -0.19  0.097
H: 0.13 -1.30 -1.93  0.072
O: -4.53 0.80 0.19  0.108
C: -5.46 0.50 0.89  -0.515
O: -5.48 -0.72 1.46  0.001
C: -6.40 -1.09 2.49  -0.261
C: -7.70 -1.61 1.90  -0.073
C: -6.64 1.42 1.08  0.016
H: -6.55 -0.27 3.19  0.064
H: -5.91 -1.88 3.05  0.119
H: -8.21 -0.84 1.32  0.062
H: -8.37 -1.95 2.70  0.076
H: -7.50 -2.44 1.23  0.076
H: -7.36 1.23 0.29  0.087
H: -6.28 2.44 1.00  0.086
H: -7.12 1.33 2.05  0.077
O: 3.88 -0.62 -1.99  0.071
C: 4.27 0.17 -2.81  -0.507
O: 5.57 0.16 -3.16  0.009
C: 6.10 0.90 -4.26  -0.237
C: 6.46 2.31 -3.85  -0.063
C: 3.36 1.22 -3.39  0.028
H: 5.41 0.88 -5.11  0.112
H: 6.99 0.37 -4.57  0.121
H: 5.59 2.88 -3.53  0.070
H: 6.92 2.84 -4.69  0.081
H: 7.16 2.30 -3.02  0.084
H: 3.38 2.10 -2.74  0.104
H: 2.35 0.82 -3.41  0.087
H: 3.61 1.51 -4.41  0.073

net charge = -1
E_HOMO = -5.6098 eV
frontier orbital gap = 7.37 eV
multiplicity = 1

***

DFT (ωB97M-V with the def2-TZVPD basis set) results for a structure of composition C23H39ErO2Si in a non-equilibrium geometry.

Last column: Löwdin spin population.
Positions of all 66 atoms, in Å:
O: 0.69 3.40 -2.94  0.000
C: 1.45 3.01 -4.15  0.000
C: 1.55 4.41 -4.72  0.000
H: 0.87 2.32 -4.78  0.000
H: 2.44 2.59 -3.93  0.000
C: 0.85 4.78 -3.40  0.000
H: 0.94 4.56 -5.61  0.000
H: 2.56 4.80 -4.81  0.000
C: -0.47 5.48 -3.64  0.000
H: -1.15 4.87 -4.25  0.000
H: -0.27 6.43 -4.15  0.000
H: -0.95 5.69 -2.68  0.000
C: 1.75 5.59 -2.50  0.000
H: 2.71 5.09 -2.35  0.000
H: 1.26 5.76 -1.54  0.000
H: 1.94 6.57 -2.97  0.000
Er: -0.26 -0.73 1.58  3.030
C: 1.29 -1.05 3.62  -0.002
C: 1.60 -2.14 2.75  -0.003
C: 2.22 -1.61 1.58  0.000
H: 1.46 -3.20 2.98  0.000
C: 2.32 -0.19 1.74  -0.002
C: 1.74 0.16 3.01  -0.002
H: 1.73 1.16 3.45  0.000
H: 0.85 -1.15 4.62  0.000
H: 2.62 -2.19 0.74  0.000
H: 2.87 0.48 1.08  0.000
C: -2.20 -0.70 3.31  -0.004
C: -1.48 0.52 3.49  -0.002
C: -1.65 1.32 2.31  -0.001
H: -0.96 0.83 4.40  0.000
C: -2.45 0.57 1.39  -0.001
C: -2.81 -0.66 2.01  -0.002
H: -3.46 -1.43 1.59  0.000
H: -2.31 -1.49 4.06  0.000
H: -1.31 2.35 2.18  0.000
H: -2.79 0.91 0.41  0.000
O: -0.02 -0.25 -0.55  -0.001
C: 0.34 1.17 -0.38  0.000
C: 1.51 1.33 -1.32  0.000
H: 0.59 1.43 0.68  0.000
H: -0.54 1.77 -0.69  0.000
C: 0.98 0.54 -2.52  0.000
H: 2.40 0.83 -0.90  0.000
H: 1.74 2.37 -1.54  0.000
C: 0.44 -0.72 -1.89  0.000
H: 1.70 0.38 -3.32  0.000
H: 0.14 1.10 -2.94  0.000
H: 1.24 -1.46 -1.72  0.000
H: -0.42 -1.18 -2.39  0.000
C: 0.00 -5.23 2.58  0.000
Si: -1.39 -4.42 1.58  -0.001
C: -1.97 -5.69 0.30  -0.001
C: -2.79 -4.12 2.81  0.000
C: -0.85 -2.88 0.68  -0.009
H: -0.24 -6.29 2.72  0.000
H: 0.10 -4.78 3.58  0.000
H: 0.97 -5.17 2.08  0.000
H: -2.30 -6.61 0.79  0.000
H: -2.80 -5.30 -0.30  0.000
H: -1.16 -5.95 -0.41  0.000
H: -2.45 -3.64 3.73  0.000
H: -3.61 -3.51 2.40  0.000
H: -3.23 -5.09 3.10  0.000
H: -1.64 -2.59 -0.05  0.000
H: 0.01 -3.12 0.02  0.000

net charge = 0
E_HOMO (spin up / spin down) = -7.4089 / -7.3882 eV
<S²> = 3.754
frontier orbital gap (spin up / spin down) = 7.67 / 7.65 eV
multiplicity = 4